(1)
The following is a DFT calculation (wB97M-V/def2-TZVPD) of one molecule with the formula C2H5N5O at a distorted geometry.

Structure (XYZ):
```
13
Properties=species:S:1:pos:R:3:forces:R:3
N -2.943261 0.122992 -0.040719 -0.008 -0.818 0.985
N -1.807467 -0.705423 0.065498 -1.196 -0.333 -0.463
C -0.673076 -0.200871 0.016430 0.633 0.742 0.363
N -0.294776 1.174499 0.088762 0.593 -0.571 -0.091
C 0.964218 1.142438 -0.111236 -0.562 0.095 -1.329
N 1.527975 -0.126376 -0.464469 -0.540 1.382 -0.044
O 2.676766 -0.288068 0.308203 0.292 -0.939 1.510
N 0.505357 -0.984824 -0.078460 -0.626 -1.841 -0.157
H -3.662789 -0.386094 0.524949 0.796 1.258 -0.701
H -2.735285 1.082502 0.274614 -0.388 -0.621 0.093
H 1.603049 2.000729 -0.227821 0.182 0.130 0.395
H 2.338970 -0.576301 1.206507 0.472 0.397 -1.035
H 0.380280 -1.831770 -0.669319 0.351 1.119 0.474
```
Forces are in eV/Å.

Its total energy is -11649.33214 eV. Its SMILES is N/N=c1\ncn(O)[nH]1. The value obtained for the gap between HOMO and LUMO is 8.671 eV. The value obtained for the energy above the lowest of the compared OMol25 structures with the same formula, charge and spin is 310.0 kJ/mol. The calculation puts the HOMO energy at -8.26 eV.

=====

(2)
The following is a DFT calculation (wB97M-V/def2-TZVPD) of C2H5EuO3 as an isolated structure at a distorted geometry.

Structure (XYZ):
```
11
Properties=species:S:1:pos:R:3:forces:R:3
H 2.960168 -0.460038 -0.099155 -0.849 0.865 -0.687
O 1.394425 -0.884521 1.098765 -0.714 0.290 -1.578
O 1.455334 0.363224 1.700276 0.223 -0.156 0.113
C 2.038658 -1.038432 0.029950 1.883 -1.362 2.417
H 2.040419 -2.068758 -0.336847 -0.709 0.345 -0.338
Eu -0.782732 1.077395 2.309735 -1.121 -0.170 -1.695
O -1.963451 0.810475 0.386842 1.237 0.176 2.544
C -1.850732 0.593010 -0.959143 1.699 -0.556 -1.362
H -2.764872 0.146937 -1.394081 0.501 -0.013 0.108
H -1.632722 1.536702 -1.495181 -0.293 -0.245 0.021
H -0.894495 -0.075995 -1.241161 -1.857 0.825 0.456
```
Forces are in eV/Å.

Its charge is +1. The spin multiplicity is 8. Its total energy is -27614.79713 eV. The value obtained for the gap between HOMO and LUMO (spin up / spin down) is 6.268 / 6.407 eV. The value obtained for the energy above the lowest of the compared OMol25 structures with the same formula, charge and spin is 172.5 kJ/mol. The calculation puts the HOMO energy (spin up / spin down) at -11.94 / -12.07 eV.

=====

(3)
The following is a DFT calculation (wB97M-V/def2-TZVPD) of a 2-piece molecular cluster, C6H9N overall at a distorted geometry.

Structure (XYZ):
```
16
Properties=species:S:1:pos:R:3:forces:R:3
C -2.354872 1.413232 1.428738 -0.407 0.514 1.030
C 1.037109 0.050219 -0.645682 -0.648 -0.484 -0.621
C 2.185198 0.318596 -0.762788 1.421 0.066 1.168
C -1.954634 -0.162551 -0.365150 -1.214 -0.141 0.365
C 3.580026 0.598039 -0.559897 0.772 0.950 -2.119
C -2.073247 -1.485055 0.325622 1.852 -1.814 -0.497
N -1.978314 0.783105 0.491368 -0.524 0.035 -0.237
H 0.053054 -0.284641 -0.763483 -0.669 -0.032 0.092
H -1.811859 2.006208 2.129631 0.598 0.489 0.095
H -2.441406 0.131867 -1.272791 0.331 -0.360 -0.828
H 4.158422 0.334396 -1.436294 -0.036 -0.161 -0.673
H 4.130596 0.091136 0.171506 0.009 -0.886 1.705
H 3.786098 1.651815 -0.483086 -0.148 0.561 0.371
H -2.178053 -2.410968 -0.384834 0.848 1.728 1.448
H -2.890248 -1.546674 0.997698 -1.644 0.352 0.385
H -1.247874 -1.488726 1.129437 -0.542 -0.815 -1.683
```
Forces are in eV/Å.

Its total energy is -7852.08072 eV. The value obtained for the gap between HOMO and LUMO is 8.608 eV. The value obtained for the energy above the lowest of the compared OMol25 structures with the same formula, charge and spin is 586.5 kJ/mol. The calculation puts the HOMO energy at -7.76 eV.

=====

(4)
The following is a DFT calculation (wB97M-V/def2-TZVPD) of C38H37BaBrN10O2Si as an isolated structure.

Structure (XYZ):
```
90
Properties=species:S:1:pos:R:3:forces:R:3
Ba 0.490473 0.110302 -0.613126 0.090 -0.309 0.217
N -2.381333 -3.577792 0.659437 0.011 -0.023 0.016
C -1.347423 -2.742122 0.460593 -0.035 -0.013 0.125
N -1.310645 -1.514989 0.856963 -0.066 -0.198 -0.154
C -2.375936 -0.987390 1.571805 0.124 0.089 -0.026
N -2.338528 0.215400 2.034253 -0.095 -0.014 0.079
N -1.214906 0.918830 1.633655 0.083 -0.030 -0.053
C -0.756795 1.747684 2.476851 0.101 0.145 0.076
C 0.394723 2.618196 2.157056 0.047 0.087 0.048
C 0.654475 3.706420 2.980703 -0.002 -0.023 -0.011
C 1.697996 4.559418 2.657787 0.022 0.014 -0.007
C 2.449158 4.298572 1.526535 0.007 0.014 0.005
C 2.132624 3.179394 0.768514 -0.034 -0.022 0.003
N 1.141115 2.351466 1.077125 -0.181 -0.022 -0.013
C -3.548114 -1.836595 1.812241 0.005 -0.011 0.000
C -4.683928 -1.384461 2.485313 -0.029 -0.002 0.003
C -5.761691 -2.223734 2.674301 0.008 0.014 0.005
C -5.720482 -3.532881 2.192731 0.009 -0.003 -0.006
C -4.607968 -3.999227 1.524142 -0.010 -0.011 -0.002
C -3.522745 -3.147222 1.335296 0.002 0.010 0.003
H -2.310875 -4.531751 0.343935 -0.010 -0.002 0.008
H -0.482170 -3.154128 -0.053542 -0.003 -0.006 -0.009
H -1.196399 1.872507 3.467159 -0.141 -0.066 -0.058
H 0.038882 3.883903 3.852583 -0.004 -0.006 -0.004
H 1.915175 5.419063 3.277878 -0.001 -0.004 0.006
H 3.265866 4.941220 1.230058 0.000 -0.002 -0.007
H 2.687412 2.938089 -0.131907 0.007 0.006 -0.005
H -4.690922 -0.366862 2.850272 0.003 0.001 -0.001
H -6.639801 -1.869583 3.196508 0.001 0.003 0.001
H -6.566538 -4.190098 2.342920 0.002 -0.003 -0.001
H -4.569708 -5.014093 1.147366 -0.006 0.000 0.004
C -3.116124 2.314362 -1.273256 0.028 0.004 0.033
C -1.926775 2.821059 -2.048700 -0.014 0.006 -0.012
C -2.001074 4.005180 -2.754715 0.020 0.018 0.005
C -0.857394 4.418369 -3.443599 -0.014 -0.017 0.012
C 0.285255 3.664849 -3.401402 0.002 -0.033 -0.002
C 0.314417 2.440488 -2.668270 0.007 0.347 -0.286
N -0.826790 2.061833 -2.016657 0.053 -0.053 0.083
N 1.386238 1.641640 -2.557982 -0.025 0.075 0.002
Si 2.805411 1.660857 -3.506805 -0.050 -0.001 -0.005
C 3.812303 0.130896 -3.046737 0.028 -0.059 -0.005
C 3.922560 3.147388 -3.197606 0.044 -0.011 0.005
C 2.427737 1.559275 -5.341640 0.042 0.009 -0.022
H -3.918462 2.002924 -1.945979 0.005 -0.019 -0.004
H -3.520249 3.092204 -0.623848 -0.010 0.008 -0.016
H -2.829386 1.470215 -0.645882 -0.013 0.001 0.000
H -2.913020 4.586151 -2.764710 0.003 0.005 0.001
H -0.868699 5.343387 -4.008687 -0.007 0.002 0.000
H 1.174616 3.991250 -3.922939 0.014 -0.009 0.008
H 3.664369 -0.180245 -2.006325 0.007 0.001 0.005
H 4.883830 0.306353 -3.166936 0.003 0.024 0.007
H 3.583431 -0.717493 -3.702047 -0.025 0.023 0.004
H 4.236490 3.189189 -2.150539 -0.004 -0.001 0.003
H 3.441247 4.097110 -3.437508 -0.018 0.005 0.006
H 4.829718 3.073359 -3.803699 -0.004 0.006 0.000
H 1.835951 0.663818 -5.547560 -0.004 0.006 -0.001
H 3.343767 1.498500 -5.934821 0.000 0.004 -0.003
H 1.857028 2.421772 -5.691210 0.001 -0.003 -0.011
C -2.750041 -1.443957 -2.540414 -0.001 0.009 0.014
O -1.347570 -1.647307 -2.450234 -0.001 0.074 0.057
C -0.835755 -2.764092 -3.045447 0.009 -0.037 0.019
C -1.587482 -3.798997 -3.568006 -0.006 -0.006 0.007
C -0.924433 -4.881342 -4.141063 0.005 -0.019 -0.009
Br -1.964221 -6.293306 -4.861593 0.007 0.006 0.004
C 0.448045 -4.951570 -4.188363 -0.014 -0.010 -0.016
C 1.207023 -3.912432 -3.644209 -0.032 0.051 -0.006
C 0.561791 -2.816400 -3.094662 0.062 0.018 0.099
O 1.201500 -1.729894 -2.588473 0.007 0.135 -0.098
C 2.678427 -3.963126 -3.696948 -0.037 0.032 -0.036
N 3.361149 -4.313290 -4.754212 -0.050 -0.089 0.033
C 4.685660 -4.213224 -4.362632 0.016 0.047 0.035
C 5.854787 -4.465663 -5.081747 0.001 0.010 0.001
C 7.058736 -4.278672 -4.435103 -0.002 -0.001 0.002
C 7.115401 -3.848775 -3.097192 0.000 0.005 0.005
C 5.970776 -3.589548 -2.371189 -0.016 -0.001 -0.013
C 4.759465 -3.776972 -3.032278 0.071 0.003 -0.058
N 3.455364 -3.604262 -2.627670 0.058 0.057 0.129
H -3.072239 -1.427886 -3.583418 0.002 -0.007 0.000
H -2.943815 -0.475307 -2.087520 0.001 0.005 -0.004
H -3.297989 -2.221059 -1.998936 -0.001 0.006 0.009
H -2.666770 -3.775356 -3.552780 0.003 0.004 0.001
H 0.954073 -5.792149 -4.640429 0.014 0.006 0.005
H 2.150655 -1.734656 -2.784244 0.018 -0.190 -0.009
H 5.804938 -4.796492 -6.110593 0.004 -0.001 0.000
H 7.984102 -4.466052 -4.964271 0.000 -0.003 0.000
H 8.081784 -3.717692 -2.627741 0.001 -0.002 0.001
H 6.005176 -3.259475 -1.341532 0.011 0.000 0.002
H 3.156097 -3.442241 -1.653614 -0.094 -0.139 -0.028
N 2.580126 -3.153297 0.120320 -0.022 -0.027 -0.130
C 2.021451 -2.200436 0.487649 0.007 0.114 -0.065
```
Forces are in eV/Å.

Its total energy is -137621.45355 eV. The value obtained for the gap between HOMO and LUMO is 6.303 eV. The value obtained for the energy above the lowest of the compared OMol25 structures with the same formula, charge and spin is 0.0 kJ/mol. The calculation puts the HOMO energy at -7.09 eV.